{"formula": "C18H22Br6F12NNaO11", "method": "the ωB97M-V functional and the def2-TZVPD basis", "symbols": ["Na", "N", "O", "O", "O", "C", "Br", "Br", "Br", "H", "C", "Br", "Br", "Br", "H", "C", "C", "O", "C", "O", "C", "F", "F", "F", "H", "H", "H", "H", "H", "C", "C", "O", "C", "O", "C", "F", "F", "F", "H", "H", "H", "H", "H", "C", "C", "O", "C", "O", "C", "F", "F", "F", "H", "H", "H", "H", "H", "C", "C", "O", "C", "O", "C", "F", "F", "F", "H", "H", "H", "H", "H"], "positions_angstrom": [[1.02, -1.77, -2.89], [0.08, -0.81, -0.37], [-0.33, -0.46, 0.76], [-0.14, -1.99, -0.83], [0.69, 0.00, -1.13], [-1.20, -3.04, 2.71], [-1.14, -2.37, 4.50], [-2.79, -2.50, 1.71], [-1.04, -4.97, 2.73], [-0.42, -2.61, 2.09], [-2.36, 2.15, -0.60], [-3.67, 1.27, 0.54], [-1.73, 3.80, 0.23], [-3.02, 2.51, -2.36], [-1.50, 1.50, -0.64], [1.50, 3.27, 1.48], [2.42, 2.06, 1.42], [3.08, 1.97, 2.72], [4.32, 1.61, 2.79], [5.05, 1.38, 1.90], [4.81, 1.42, 4.24], [3.93, 1.77, 5.17], [5.15, 0.16, 4.45], [5.89, 2.16, 4.42], [0.86, 3.26, 0.60], [2.08, 4.20, 1.50], [0.87, 3.32, 2.37], [3.19, 2.19, 0.67], [1.80, 1.18, 1.31], [-0.47, 1.00, 4.14], [-1.85, 1.53, 3.83], [-2.33, 2.31, 4.92], [-3.48, 2.95, 4.78], [-4.23, 2.88, 3.85], [-3.76, 3.77, 6.06], [-4.69, 4.69, 5.80], [-4.23, 2.96, 7.05], [-2.65, 4.40, 6.48], [-0.38, 0.17, 4.82], [0.12, 1.87, 4.45], [0.02, 0.65, 3.23], [-2.58, 0.77, 3.54], [-1.69, 2.14, 2.93], [-2.57, -5.77, -1.43], [-1.33, -5.06, -1.92], [-1.11, -5.51, -3.29], [-0.05, -5.10, -3.93], [0.71, -4.24, -3.57], [0.14, -5.84, -5.27], [1.41, -6.22, -5.34], [-0.61, -6.94, -5.35], [-0.10, -5.06, -6.31], [-3.34, -5.72, -2.19], [-2.87, -5.34, -0.48], [-2.32, -6.83, -1.33], [-0.48, -5.24, -1.26], [-1.42, -3.97, -1.96], [1.53, 2.71, -2.78], [0.34, 2.18, -3.55], [0.69, 1.96, -4.95], [1.31, 0.88, -5.28], [1.50, -0.05, -4.57], [1.96, 0.93, -6.68], [1.34, 1.84, -7.45], [3.23, 1.25, -6.56], [1.87, -0.26, -7.29], [2.38, 2.03, -2.87], [1.32, 2.80, -1.72], [1.85, 3.64, -3.26], [-0.45, 2.92, -3.60], [-0.10, 1.28, -3.14]], "lowdin_charge": [0.582, -0.526, -0.041, -0.087, -0.065, -1.581, 0.660, 0.556, 0.554, -0.051, -1.558, 0.615, 0.633, 0.628, -0.060, -0.081, -0.153, 0.041, -0.440, 0.186, -0.595, 0.176, 0.184, 0.187, -0.012, 0.088, 0.066, 0.122, 0.107, -0.084, -0.214, 0.045, -0.402, 0.162, -0.518, 0.167, 0.145, 0.164, 0.000, 0.084, 0.064, 0.108, 0.087, -0.044, -0.177, 0.057, -0.380, 0.141, -0.563, 0.182, 0.175, 0.190, 0.086, 0.066, 0.087, 0.136, 0.113, -0.032, -0.193, 0.071, -0.412, 0.141, -0.537, 0.163, 0.198, 0.170, 0.089, 0.066, 0.092, 0.081, 0.093]}

***

{"formula": "C18H22BrN5O5PdS", "method": "the ωB97M-V functional and the def2-TZVPD basis", "symbols": ["Pd", "N", "C", "O", "C", "C", "H", "H", "H", "H", "H", "H", "N", "C", "C", "O", "O", "H", "H", "H", "H", "H", "N", "C", "S", "N", "C", "C", "C", "C", "C", "C", "H", "H", "H", "H", "H", "H", "H", "H", "Br", "C", "C", "N", "C", "C", "C", "C", "O", "O", "H", "H", "H"], "positions_angstrom": [[-0.35, -0.03, -0.19], [3.25, 1.77, 0.89], [2.02, 1.40, 0.48], [1.81, 0.29, 0.01], [0.88, 2.37, 0.66], [-0.29, 1.92, -0.21], [4.01, 1.11, 0.80], [3.43, 2.68, 1.26], [1.20, 3.39, 0.43], [0.61, 2.36, 1.72], [-0.13, 2.18, -1.26], [-1.22, 2.39, 0.13], [0.62, -0.93, 4.20], [-0.72, -1.50, 4.07], [-1.47, -0.81, 2.95], [-2.41, -1.28, 2.38], [-1.00, 0.42, 2.67], [1.08, -1.25, 5.04], [-0.25, 0.55, 3.28], [1.16, -1.25, 3.39], [-1.28, -1.29, 4.99], [-0.76, -2.57, 3.88], [-2.85, -2.35, -0.61], [-3.38, -1.13, -0.59], [-2.51, 0.26, -1.02], [-4.70, -1.09, -0.30], [-5.53, 0.03, -0.02], [-6.84, -0.01, -0.48], [-7.72, 1.02, -0.18], [-7.28, 2.11, 0.56], [-5.97, 2.14, 1.02], [-5.09, 1.11, 0.74], [-1.84, -2.44, -0.77], [-3.30, -3.09, -0.11], [-5.20, -1.96, -0.38], [-7.17, -0.86, -1.07], [-8.73, 0.98, -0.55], [-7.96, 2.92, 0.78], [-5.63, 2.98, 1.61], [-4.08, 1.13, 1.12], [1.97, -6.83, 3.77], [1.24, -6.05, 2.21], [0.82, -6.87, 1.16], [0.30, -6.39, 0.04], [0.18, -5.07, -0.07], [0.56, -4.17, 0.93], [1.10, -4.68, 2.10], [0.36, -2.69, 0.77], [0.58, -1.97, 1.75], [-0.09, -2.30, -0.36], [0.92, -7.95, 1.24], [-0.23, -4.69, -0.99], [1.40, -4.01, 2.89]], "nbo_charge": [0.682, -0.797, 0.697, -0.630, -0.539, -0.519, 0.411, 0.402, 0.218, 0.237, 0.192, 0.205, -0.879, -0.341, 0.816, -0.619, -0.701, 0.368, 0.507, 0.412, 0.214, 0.212, -0.771, 0.371, -0.151, -0.584, 0.134, -0.240, -0.198, -0.221, -0.212, -0.169, 0.459, 0.392, 0.396, 0.210, 0.216, 0.215, 0.215, 0.238, 0.059, -0.139, 0.015, -0.404, 0.056, -0.181, -0.162, 0.802, -0.757, -0.791, 0.203, 0.212, 0.241], "relative_energy_kcal_mol": 1.3}

***

{"formula": "C18H22Cl2HfO2", "method": "the ωB97M-V functional and the def2-TZVPD basis", "symbols": ["C", "C", "C", "C", "C", "C", "C", "C", "C", "C", "Hf", "Cl", "Cl", "O", "H", "H", "H", "H", "H", "H", "H", "H", "H", "H", "H", "H", "H", "H", "H", "H", "O", "H", "C", "C", "C", "C", "C", "C", "C", "C", "H", "H", "H", "H", "H"], "positions_angstrom": [[-3.43, -0.49, 0.41], [-3.02, -0.38, 1.77], [-2.39, -1.60, 2.13], [-3.21, 0.78, 2.64], [-2.40, -2.45, 1.03], [-3.03, -1.80, -0.07], [-3.21, -2.29, -1.43], [-4.07, 0.54, -0.41], [-1.82, -1.88, 3.47], [-1.82, -3.83, 0.97], [0.35, 0.60, 0.15], [0.57, 1.10, 2.24], [-0.97, 2.44, -0.41], [0.35, -1.36, 0.34], [-3.81, 1.56, 2.15], [-2.23, 1.26, 2.91], [-3.71, 0.51, 3.58], [-1.29, -1.01, 3.88], [-1.11, -2.73, 3.42], [-2.61, -2.16, 4.19], [-0.93, -3.90, 1.59], [-1.56, -4.09, -0.06], [-2.55, -4.57, 1.33], [-2.72, -3.29, -1.53], [-2.67, -1.57, -2.12], [-4.29, -2.39, -1.69], [-4.05, 1.51, 0.09], [-5.11, 0.28, -0.67], [-3.48, 0.64, -1.36], [0.78, -2.09, 0.90], [-1.37, -0.37, -2.17], [-1.33, 0.58, -2.55], [2.29, 1.21, -0.74], [3.37, 1.62, -1.16], [4.61, 2.10, -1.63], [5.63, 1.20, -2.06], [6.85, 1.75, -2.42], [7.10, 3.12, -2.39], [6.07, 3.98, -1.99], [4.83, 3.52, -1.61], [5.43, 0.15, -2.07], [7.65, 1.06, -2.73], [8.05, 3.51, -2.67], [6.24, 5.06, -1.95], [4.02, 4.16, -1.29]], "nbo_charge": [-0.110, -0.162, -0.186, -0.614, -0.053, -0.126, -0.668, -0.642, -0.611, -0.632, 2.038, -0.432, -0.532, -1.088, 0.194, 0.178, 0.166, 0.184, 0.181, 0.162, 0.168, 0.200, 0.167, 0.167, 0.301, 0.151, 0.182, 0.161, 0.239, 0.493, -1.227, 0.405, -0.448, -0.146, 0.012, -0.227, -0.210, -0.255, -0.211, -0.221, 0.226, 0.198, 0.200, 0.198, 0.229], "total_charge": -2, "relative_energy_kcal_mol": 0.0}

***

{"formula": "C18H22Cl4HfNO2Se3Si2Te", "method": "the ωB97M-V functional and the def2-TZVPD basis", "symbols": ["Hf", "Se", "Se", "Te", "Se", "C", "Si", "C", "C", "C", "C", "C", "C", "C", "C", "N", "Si", "C", "C", "C", "H", "H", "H", "H", "H", "H", "H", "H", "H", "H", "H", "H", "H", "H", "H", "H", "H", "H", "H", "H", "H", "H", "Cl", "C", "C", "Cl", "C", "Cl", "C", "O", "C", "O", "C", "Cl"], "positions_angstrom": [[-11.06, -10.37, -0.37], [-10.65, -12.95, 0.62], [-11.20, -12.95, 2.88], [-12.31, -10.82, 3.57], [-12.48, -9.14, 1.57], [-13.19, -13.57, -2.35], [-14.29, -12.28, -1.59], [-14.68, -12.62, 0.16], [-15.85, -12.45, -2.65], [-13.70, -10.53, -1.65], [-12.62, -10.17, -2.53], [-12.37, -10.63, -3.87], [-11.39, -10.00, -4.63], [-10.60, -8.92, -4.10], [-10.83, -8.63, -2.78], [-11.75, -9.23, -2.02], [-14.98, -9.00, -1.62], [-16.30, -9.36, -0.26], [-15.69, -8.79, -3.38], [-14.47, -7.15, -1.24], [-12.69, -14.16, -1.49], [-12.42, -13.18, -3.00], [-13.80, -14.28, -2.98], [-15.54, -13.29, 0.37], [-14.75, -11.66, 0.63], [-13.84, -13.25, 0.60], [-16.10, -13.49, -2.62], [-15.78, -12.24, -3.73], [-16.72, -11.84, -2.39], [-13.02, -11.38, -4.33], [-11.26, -10.44, -5.63], [-9.90, -8.35, -4.75], [-10.22, -7.85, -2.36], [-17.33, -9.51, -0.74], [-16.28, -8.52, 0.40], [-16.01, -10.31, 0.20], [-16.37, -7.92, -3.38], [-16.39, -9.55, -3.80], [-14.87, -8.61, -4.12], [-15.29, -6.43, -1.56], [-13.51, -6.87, -1.71], [-14.36, -7.01, -0.18], [-5.11, -7.32, -2.20], [-6.30, -8.49, -1.95], [-6.24, -9.72, -2.61], [-4.95, -10.31, -3.63], [-7.25, -10.69, -2.44], [-7.24, -12.27, -3.05], [-8.38, -10.37, -1.63], [-9.42, -11.16, -1.47], [-8.49, -9.04, -0.95], [-9.65, -8.84, -0.35], [-7.44, -8.11, -1.12], [-7.62, -6.54, -0.42]], "nbo_charge": [2.084, -0.423, -0.208, 0.194, -0.551, -1.155, 1.729, -1.169, -1.130, -1.206, 0.182, -0.287, -0.132, -0.295, 0.071, -0.723, 1.709, -1.111, -1.140, -1.101, 0.260, 0.240, 0.235, 0.240, 0.249, 0.264, 0.219, 0.224, 0.226, 0.229, 0.215, 0.232, 0.228, 0.225, 0.235, 0.239, 0.229, 0.233, 0.233, 0.228, 0.233, 0.232, 0.031, -0.130, -0.081, 0.008, -0.162, 0.050, 0.283, -0.831, 0.322, -0.847, -0.157, 0.025], "total_charge": -1, "relative_energy_kcal_mol": 26.2}

***

Calculated LUMO energy, -0.329; 0.506; 4.081; 1.568 eV (same order as the records).
Calculated E_tot, -500315.983; -121071.304; -49470.365; -295099.070 eV (same order as the records).
Calculated HOMO, -0.37378; -0.29837; 0.03933; -0.15793 Eh (same order as the records).